Record 1
{"formula": "C5H11IN3", "method": "ωB97M-V with the def2-TZVPD basis set", "relative_energy_ev": 1.295, "smiles": "CC1=[NH+][C@H](I)N[C@H](C)N1", "homo_ev": -13.007, "mol_weight_g_mol": 240.07, "total_energy_ha": -658.8132, "e_lumo_ev": -3.65, "charge": 1, "homo_lumo_gap_ev": 9.356, "symbols": ["C", "C", "N", "C", "I", "N", "C", "C", "N", "H", "H", "H", "H", "H", "H", "H", "H", "H", "H", "H"], "coordinates": [[2.095, 1.631, -0.148], [1.176, 0.567, 0.372], [1.421, 0.255, 1.663], [0.776, -0.981, 2.194], [2.102, -2.611, 1.487], [-0.564, -0.990, 1.695], [-0.676, -0.977, 0.278], [-0.546, -2.266, -0.613], [0.272, -0.082, -0.312], [1.803, 1.788, -1.233], [3.162, 1.450, -0.263], [2.038, 2.519, 0.586], [2.144, 0.658, 2.147], [0.837, -0.866, 3.328], [-1.221, -1.676, 1.971], [-1.584, -0.400, -0.073], [-1.221, -3.133, -0.271], [0.555, -2.545, -0.609], [-0.923, -1.993, -1.601], [0.299, 0.125, -1.228]], "nbo_charge": [-0.698, 0.572, -0.563, 0.015, 0.076, -0.629, 0.108, -0.658, -0.497, 0.247, 0.282, 0.276, 0.428, 0.267, 0.418, 0.223, 0.246, 0.237, 0.228, 0.423]}

---

Record 2
{"formula": "C5H11INO2P", "method": "ωB97M-V with the def2-TZVPD basis set", "relative_energy_ev": 0.356, "homo_ev": [-8.305, -8.305], "mol_weight_g_mol": 275.03, "total_energy_ha": -1041.3208, "e_lumo_ev": [-1.40, -1.40], "homo_lumo_gap_ev": [6.908, 6.907], "symbols": ["C", "C", "C", "C", "C", "N", "O", "O", "P", "I", "H", "H", "H", "H", "H", "H", "H", "H", "H", "H", "H"], "coordinates": [[-0.015, -0.682, 0.342], [1.021, -0.018, -0.512], [0.543, -0.874, 1.785], [-0.399, -1.998, -0.293], [0.649, 0.580, -1.754], [-1.965, 2.294, -0.633], [-1.206, 0.056, 0.213], [0.507, 1.869, 0.564], [-1.000, 1.652, 0.422], [3.048, -0.060, 0.027], [0.889, 0.073, 2.282], [1.160, -1.744, 1.796], [-0.299, -1.313, 2.541], [0.519, -2.610, -0.307], [-0.594, -1.932, -1.364], [-1.171, -2.274, 0.353], [0.875, -0.203, -2.567], [1.300, 1.363, -2.067], [-0.493, 0.705, -1.809], [-1.993, 3.285, -0.771], [-1.379, 1.831, 1.752]], "nbo_charge": [0.072, 0.317, -0.662, -0.596, -0.836, -1.368, -0.783, -1.041, 2.060, 0.348, 0.266, 0.227, 0.232, 0.207, 0.227, 0.245, 0.269, 0.278, 0.316, 0.383, -0.162]}

---

Record 3
{"formula": "C5H11INOS", "method": "ωB97M-V with the def2-TZVPD basis set", "relative_energy_ev": 1.079, "homo_ev": -12.273, "mol_weight_g_mol": 260.12, "total_energy_ha": -1022.6240, "e_lumo_ev": -4.46, "charge": 1, "homo_lumo_gap_ev": 7.817, "symbols": ["C", "C", "C", "C", "C", "N", "O", "S", "I", "H", "H", "H", "H", "H", "H", "H", "H", "H", "H", "H"], "coordinates": [[-0.478, 0.346, 0.742], [-1.503, 1.098, -0.103], [0.776, 2.466, -0.126], [0.942, 0.824, 0.291], [1.950, -0.068, 0.425], [-0.321, -2.316, -0.859], [-1.552, 3.441, -1.212], [-0.949, 2.806, 0.198], [3.919, 0.378, 0.092], [-0.722, 0.635, 1.786], [-0.541, -0.759, 0.620], [-1.317, 0.735, -1.056], [-2.487, 0.831, 0.201], [1.582, 2.865, 0.365], [1.130, 2.703, -1.134], [-1.406, 4.412, -1.182], [1.549, -1.035, 0.776], [-1.072, -2.216, -1.487], [-0.432, -2.831, -0.066], [0.584, -2.695, -1.168]], "nbo_charge": [-0.486, -0.541, -0.685, 0.003, -0.383, -1.111, -0.782, 1.206, 0.245, 0.215, 0.300, 0.259, 0.273, 0.288, 0.295, 0.518, 0.249, 0.386, 0.365, 0.386]}

---

Record 4
{"formula": "C5H11N", "method": "ωB97M-V with the def2-TZVPD basis set", "relative_energy_ev": 4.172, "homo_ev": [-1.324, -1.604], "mol_weight_g_mol": 85.15, "total_energy_ha": -251.6464, "e_lumo_ev": [4.50, 4.50], "charge": -1, "multiplicity": 2, "homo_lumo_gap_ev": [5.823, 6.101], "symbols": ["C", "C", "C", "C", "N", "C", "H", "H", "H", "H", "H", "H", "H", "H", "H", "H", "H"], "coordinates": [[-2.281, 0.128, 0.322], [-1.326, -0.860, -0.202], [0.061, -0.025, -0.325], [0.412, 0.592, 0.976], [1.554, 0.971, 0.131], [2.644, -0.054, -0.095], [-2.528, 0.775, -0.516], [-1.665, 0.864, 0.910], [-3.131, -0.031, 0.934], [-1.120, -1.713, 0.392], [-1.714, -1.243, -1.204], [-0.173, 0.820, -1.024], [0.621, -0.679, -1.029], [-0.006, 1.565, 1.220], [2.192, -1.042, 0.207], [2.907, -0.113, -1.185], [3.554, 0.045, 0.488]], "nbo_charge": [-0.640, -0.408, -0.435, -0.465, -0.481, -0.467, 0.182, 0.228, 0.184, 0.183, 0.145, 0.150, 0.199, 0.139, 0.159, 0.154, 0.172]}

---

Record 5
{"formula": "C5H11N", "method": "ωB97M-V with the def2-TZVPD basis set", "relative_energy_ev": 1.250, "homo_ev": [1.263, -4.753], "mol_weight_g_mol": 85.15, "total_energy_ha": -251.7537, "e_lumo_ev": [4.36, 4.20], "charge": -1, "multiplicity": 2, "homo_lumo_gap_ev": [3.094, 8.957], "symbols": ["C", "C", "C", "C", "C", "N", "H", "H", "H", "H", "H", "H", "H", "H", "H", "H", "H"], "coordinates": [[-0.809, -1.250, -0.593], [-0.970, 0.225, -0.201], [0.406, 0.827, 0.102], [0.706, 1.374, 1.307], [1.278, 1.149, -1.091], [-0.437, -2.070, 0.620], [-0.093, -1.292, -1.414], [-1.683, -1.776, -0.992], [-1.832, 0.464, 0.422], [-1.160, 0.746, -1.158], [1.393, 2.216, 1.327], [0.342, 0.916, 2.215], [0.711, 1.533, -1.967], [2.057, 1.859, -0.850], [1.609, 0.222, -1.564], [-0.954, -2.943, 0.514], [-0.966, -1.635, 1.378]], "nbo_charge": [-0.347, -0.820, -0.018, -0.553, -0.711, -0.850, 0.164, 0.148, 0.201, 0.178, 0.170, 0.190, 0.180, 0.201, 0.212, 0.321, 0.334]}

---

Record 6
{"formula": "C5H11N", "method": "ωB97M-V with the def2-TZVPD basis set", "relative_energy_ev": 1.606, "homo_ev": [1.554, -3.247], "mol_weight_g_mol": 85.15, "total_energy_ha": -251.7406, "e_lumo_ev": [4.47, 4.29], "charge": -1, "multiplicity": 2, "homo_lumo_gap_ev": [2.915, 7.540], "symbols": ["C", "C", "C", "C", "C", "N", "H", "H", "H", "H", "H", "H", "H", "H", "H", "H", "H"], "coordinates": [[1.617, 0.229, 0.400], [0.895, 0.696, -0.902], [-0.554, 0.165, -1.079], [-2.345, -0.237, 0.760], [-1.332, 0.500, 0.163], [1.220, -1.122, 0.750], [2.644, 0.125, 0.040], [1.345, 0.892, 1.217], [1.533, 0.396, -1.736], [0.702, 1.764, -0.810], [-0.985, 0.734, -1.921], [-0.653, -0.887, -1.376], [-2.749, 0.052, 1.725], [-2.551, -1.270, 0.456], [-0.979, 1.345, 0.763], [0.323, -1.543, 0.553], [1.870, -1.839, 0.996]], "nbo_charge": [-0.228, -0.453, -0.442, -0.720, -0.388, -0.916, 0.166, 0.176, 0.167, 0.191, 0.153, 0.166, 0.160, 0.117, 0.152, 0.354, 0.346]}